17
Properties=species:S:1:pos:R:3 method="wB97M-V/def2-TZVPD" e_above_lowest_ev=4.6750 molar_mass_da=85.15 energy_ha=-251.6907 gap_ev=7.692 charge=0
C -0.87270 1.11910 1.37388
C -1.13376 0.78265 -1.05615
N 1.54059 -0.98331 1.13584
C 0.87775 -0.56981 0.10122
C -0.99415 0.19537 0.13921
C 1.12471 -1.39702 -1.17934
H -0.02996 1.72534 1.03205
H -1.80624 1.65788 1.49996
H -0.66670 0.64370 2.32926
H -0.88254 1.82395 -1.24039
H -1.86785 0.42351 -1.76841
H 1.53189 -0.27172 1.86956
H 1.27351 0.36488 -0.33470
H -1.70745 -0.59375 0.37568
H 2.19197 -1.42657 -1.38218
H 0.47329 -1.04514 -1.97540
H 0.94764 -2.44906 -0.92011

=====

17
Properties=species:S:1:pos:R:3 method="wB97M-V/def2-TZVPD" e_above_lowest_ev=2.0786 molar_mass_da=85.15 energy_ha=-251.7861 gap_ev=9.971 charge=0
C 1.94706 0.12024 0.17146
N 0.91346 -0.73775 -0.55176
C -0.18437 -1.00395 0.29769
C -1.50706 -1.04766 -0.24053
C -1.01670 0.21994 0.51459
C -0.74761 1.50063 -0.25896
H 2.38962 -0.31465 1.03726
H 1.57966 1.18410 0.48715
H 2.74572 0.26881 -0.52830
H 1.35278 -1.53111 -0.93491
H 0.01647 -1.55163 1.30215
H -1.66012 -1.12943 -1.34542
H -2.27207 -1.73219 0.11213
H -1.43114 0.23670 1.44276
H -0.10349 2.16090 0.23437
H -1.72212 2.08399 -0.51268
H -0.30008 1.27305 -1.22702